# 1
The following is a quantum chemistry calculation of an isolated molecule of C11H6N2O3S at a distorted geometry, from the Open Molecules 2025 dataset.

The geometry in ORCA input format:
```
! wB97M-V def2-TZVPD RIJCOSX def2/J DEFGRID3
* xyz 0 1
N 0.1368 0.1729 3.4873
C -0.8340 0.2357 2.8526
S -2.3050 0.2977 1.8523
C -1.9203 1.7053 0.8199
C -1.8905 1.3877 -0.7520
N -0.6811 0.6168 -1.0296
C 0.6456 1.0486 -1.0167
O 1.0122 2.1920 -0.8003
C 1.5301 -0.0669 -1.4000
C 0.7077 -1.1964 -1.4957
C 1.5370 -2.3471 -1.0896
C 1.6663 -2.4011 0.3195
C 2.3641 -1.1424 0.5686
C 2.6212 -0.6368 -0.6765
O 2.7625 -1.7244 -1.4315
C -0.6666 -0.7832 -1.0807
O -1.6829 -1.4992 -0.9988
H -0.9144 2.1028 1.0039
H -2.6699 2.4906 1.0356
H -1.9560 2.3185 -1.3387
H -2.7807 0.7931 -1.1747
H 1.0040 -3.0688 0.9817
H 2.3137 -0.4952 1.3635
*
```

Relative energy (zero: lowest compared OMol25 entry of this formula, charge and spin) ... 134.6 kcal/mol
SMILES ... N#CSCCN1C(=O)c2c(c3ccc2o3)C1=O
Calculated total energy ... -1155.8715 hartree
Orbital gap ... 7.1 eV
Highest occupied orbital energy ... -9.12 eV
Max |F| ... 4.15 eV/Å



# 2
The following is a quantum chemistry calculation of a cluster of 7 separate species, C48H83BFN5O18P in total at a distorted geometry, from the Open Molecules 2025 dataset.

The geometry in ORCA input format:
```
! wB97M-V def2-TZVPD RIJCOSX def2/J DEFGRID3
* xyz 1 1
C 2.0332 3.1960 -0.5071
C 1.7116 2.1204 -1.0074
C 1.5425 0.6431 -1.5714
C 1.9278 -0.4918 -0.4042
C 3.5082 -0.3333 -0.5038
C 4.4849 -0.9448 0.5500
N 1.3383 0.3040 0.6903
C 0.0069 0.0527 1.1951
C -1.3127 0.5582 0.5093
C -1.3693 1.9234 -0.2603
C -1.1271 3.3583 0.3800
N -1.7136 1.9431 -1.5191
C -0.0329 -1.5618 1.4336
C 1.1126 -1.7407 2.5780
C 1.1454 -3.1283 3.3377
N 0.7473 -3.0433 4.7930
B -1.2596 -1.8314 2.4447
O -1.9048 -3.0588 2.7634
O -1.7442 -0.7916 3.3122
C -2.6490 -1.2895 4.3062
N 0.1334 -2.3678 0.1894
C -1.0475 -2.7703 -0.6432
C -2.3632 -3.4824 -0.1971
C -3.6619 -2.5701 0.0439
C -4.0713 -1.6595 -1.1750
N -4.7712 -2.4087 -2.2844
C -5.4434 -1.3841 -3.0884
C -6.8095 -1.7381 -3.8387
O -5.0082 -0.2532 -3.2616
C 1.3274 -1.9644 -0.7103
C 2.3331 -3.2109 -0.5079
F 2.7874 -3.4234 0.8379
C 3.5714 -3.4861 -1.4113
C 3.5269 -4.8912 -2.2326
P 1.0664 -2.0545 -2.5756
O -0.0831 -1.3293 -3.2140
O 0.8805 -3.6117 -3.2568
O 2.3701 -1.5299 -3.5110
H 1.8861 4.2543 -0.1622
H 2.2738 0.6459 -2.4249
H 0.4560 0.6175 -1.8452
H 3.7843 -0.7254 -1.5412
H 3.8453 0.7536 -0.5996
H 5.2680 -0.1892 0.8894
H 4.1031 -1.4132 1.4903
H 5.1175 -1.7482 0.0390
H 2.0580 0.5331 1.3765
H 0.0197 0.5858 2.2096
H -1.8798 -0.2045 -0.1226
H -2.0658 0.7485 1.3560
H -0.3232 3.3004 1.1680
H -2.1301 3.6992 0.7710
H -0.8569 4.0478 -0.4760
H -1.9004 0.9634 -1.8064
H 0.8473 -0.9611 3.3861
H 2.1480 -1.4924 2.2477
H 0.6707 -4.0088 2.8010
H 2.2521 -3.4262 3.3938
H 1.2744 -2.2252 5.1327
H 1.1582 -3.8851 5.2218
H -1.4009 -3.8398 2.4811
H -2.1945 -2.0310 5.0416
H -2.9287 -0.3969 4.9660
H -3.6534 -1.6506 3.9072
H 0.3493 -3.2809 0.6545
H -0.6033 -3.6479 -1.2338
H -1.3983 -1.9193 -1.2765
H -2.2520 -4.2924 0.6000
H -2.7480 -4.1079 -1.0803
H -4.5086 -3.3325 0.1548
H -3.6675 -1.9822 0.9987
H -4.8532 -0.9251 -0.7781
H -3.2574 -1.0138 -1.6106
H -5.5548 -2.8828 -1.7947
H -6.9767 -2.8503 -3.7922
H -6.6423 -1.4424 -4.9219
H -7.6745 -1.1413 -3.4302
H 1.6828 -4.1505 -0.6656
H 4.4781 -3.6707 -0.7388
H 3.9570 -2.7399 -2.1407
H 2.6957 -5.5690 -1.8801
H 3.4200 -4.6311 -3.3364
H 4.5137 -5.4412 -2.1565
H 0.8959 -4.3267 -2.5998
H 2.1561 -1.7590 -4.4394
O -7.6483 -3.6279 -0.9570
C -8.4609 -4.3458 -1.4822
O -9.0865 -4.0502 -2.6497
C -10.0664 -5.0599 -2.9363
C -9.6237 -6.2767 -2.1543
C -8.9641 -5.6581 -0.9367
H -11.0461 -4.6942 -2.6177
H -10.0929 -5.2508 -4.0092
H -10.4425 -6.9552 -1.9139
H -8.8804 -6.8366 -2.7290
H -9.6836 -5.4593 -0.1394
H -8.1425 -6.2707 -0.5689
O -0.8635 8.3738 -1.3666
C -0.1362 7.6409 -1.9793
O 1.1962 7.8575 -2.1446
C 1.7395 6.8524 -3.0132
C 0.7712 5.6931 -2.9307
C -0.5559 6.3895 -2.7063
H 1.8100 7.2648 -4.0235
H 2.7390 6.5769 -2.6747
H 0.7876 5.0551 -3.8148
H 1.0093 5.0718 -2.0629
H -1.0358 6.6677 -3.6470
H -1.2280 5.7882 -2.0957
O 6.0239 -3.2893 -7.2522
C 5.1014 -2.6067 -7.5988
O 4.9160 -2.1691 -8.8720
C 3.7835 -1.2901 -8.9174
C 2.9551 -1.6451 -7.7015
C 4.0137 -2.0709 -6.7011
H 4.1425 -0.2576 -8.8892
H 3.2349 -1.4474 -9.8461
H 2.3259 -0.8242 -7.3541
H 2.3045 -2.4938 -7.9308
H 4.4048 -1.2220 -6.1353
H 3.6440 -2.8450 -6.0286
O 1.0578 1.1440 4.3168
C 0.6130 1.2268 5.4312
O -0.1409 0.2635 6.0197
C -0.5983 0.7349 7.2980
C 0.3731 1.8258 7.6915
C 0.7630 2.4111 6.3504
H -1.6204 1.1067 7.1865
H -0.5981 -0.0883 8.0128
H -0.0537 2.5541 8.3815
H 1.2525 1.3848 8.1694
H 0.0731 3.1964 6.0333
H 1.7883 2.7780 6.3523
O -2.8312 6.0394 2.0921
C -2.3388 7.0836 2.4262
O -1.6512 7.2585 3.5875
C -1.2952 8.6412 3.7281
C -1.3280 9.2053 2.3243
C -2.4218 8.3847 1.6688
H -2.0228 9.1231 4.3873
H -0.3050 8.7202 4.1782
H -1.5090 10.2802 2.2964
H -0.3749 9.0116 1.8241
H -3.4096 8.8247 1.8236
H -2.2296 8.2338 0.6075
O 5.5938 -0.4355 3.3146
C 6.6110 0.1848 3.4770
O 6.8738 0.9296 4.5807
C 8.1182 1.6230 4.4061
C 8.8699 0.8326 3.3576
C 7.7478 0.2936 2.4912
H 7.9047 2.6455 4.0828
H 8.6542 1.6579 5.3547
H 9.6003 1.4292 2.8103
H 9.4006 0.0011 3.8296
H 7.4686 0.9957 1.7020
H 7.9959 -0.6795 2.0699
*
```

Calculated total energy ... -3972.6462 hartree
Orbital gap ... 8.3 eV
Highest occupied orbital energy ... -10.76 eV
Max |F| ... 7.14 eV/Å



# 3
The following is a quantum chemistry calculation of an isolated molecule of C4H8Br at a distorted geometry, from the Open Molecules 2025 dataset.

The geometry in ORCA input format:
```
! wB97M-V def2-TZVPD RIJCOSX def2/J DEFGRID3
* xyz 0 2
Br 2.3988 -0.2813 -1.8124
H -0.2848 -0.0444 -1.2480
C -0.4792 0.5329 -0.3157
H -0.6371 1.5769 -0.5823
C -1.7959 -0.0533 0.2692
C 0.7395 0.4279 0.4623
C 1.7778 -0.4811 0.0550
H -2.6081 0.0954 -0.4430
H -1.6394 -1.1289 0.3880
H -2.0563 0.3826 1.2445
H 0.8465 1.0725 1.3201
H 2.4653 -0.6728 0.8977
H 1.2730 -1.4265 -0.2355
*
```

Relative energy (zero: lowest compared OMol25 entry of this formula, charge and spin) ... 0.0 kcal/mol
Calculated total energy ... -2731.1437 hartree
Orbital gap (alpha / beta) ... 9.0 / 9.5 eV
Highest occupied orbital energy (alpha / beta) ... -7.89 / -9.90 eV
Max |F| ... 2.42 eV/Å



# 4
The following is a quantum chemistry calculation of a structure of composition C33H52CaN3O8S2Sb3 at a distorted geometry, from the Open Molecules 2025 dataset.

The geometry in ORCA input format:
```
! wB97M-V def2-TZVPD RIJCOSX def2/J DEFGRID3
* xyz -2 1
Ca 0.6641 -1.0547 -0.1456
N -0.6867 -3.4794 -1.2292
C -0.2247 -4.6563 -0.4520
C 1.0230 -4.3852 0.3876
O 1.6513 -5.3740 0.8138
N 1.2970 -3.0882 0.5328
C 2.6204 -2.7275 1.0480
C 3.2612 -1.5978 0.1784
O 4.3053 -1.0538 0.5758
O 2.6248 -1.2664 -0.8958
H -1.4433 -3.7404 -1.8475
H 0.0637 -3.1826 -1.8458
H 0.0225 -5.5152 -1.0732
H -1.0271 -4.9696 0.2206
H 3.2936 -3.5837 1.0448
H 2.5838 -2.3583 2.0798
C -4.2590 0.1186 -2.5285
Sb -3.1044 -0.9170 -1.0385
C -4.1406 -2.7576 -1.4419
C -4.4691 -0.2409 0.5862
C -5.1476 -1.3544 1.3335
C -6.3940 -1.8133 0.8874
C -7.0453 -2.8911 1.4725
C -6.4496 -3.5390 2.5489
C -5.2342 -3.0694 3.0314
C -4.5682 -1.9783 2.4615
C -3.2670 -1.5218 3.0818
Sb -1.4900 -2.3770 2.1351
C -0.2082 -1.8702 3.7741
C -1.8605 -4.3392 2.9425
H -5.3148 -0.1422 -2.3985
H -3.9106 -0.2076 -3.5088
H -4.1187 1.1986 -2.4396
H -5.2188 -2.5836 -1.4511
H -3.9073 -3.5170 -0.6848
H -3.8183 -3.1147 -2.4290
H -5.2003 0.3946 0.0851
H -3.8552 0.3827 1.2414
H -6.8582 -1.2976 0.0500
H -8.0025 -3.2238 1.0866
H -6.9303 -4.3905 3.0188
H -4.7773 -3.5542 3.8904
H -3.2201 -1.8354 4.1273
H -3.1276 -0.4365 3.0342
H -0.7405 -2.0385 4.7113
H 0.0929 -0.8245 3.6858
H 0.6783 -2.5118 3.7336
H -2.0465 -4.2611 4.0177
H -0.9787 -4.9658 2.7632
H -2.7266 -4.7992 2.4536
O -2.3712 4.3149 0.2513
C -1.9030 3.2097 0.1726
C -1.4509 2.4933 -1.0844
O -1.7253 2.7974 -2.2381
C -0.6359 1.3650 -0.6558
C -0.7235 1.2119 0.7756
O -0.1480 0.2879 1.4371
C -1.6215 2.2535 1.3259
O -2.0674 2.3235 2.4484
O -0.0028 0.5731 -1.4374
S -1.4385 -1.4781 -4.3598
C -0.4507 -0.1476 -4.5805
N -0.6920 1.1178 -4.2661
C 0.4803 1.9958 -4.2149
C 1.4079 1.4957 -5.3108
S 1.1598 -0.3014 -5.2799
H -1.4464 1.3547 -3.6311
H 0.9501 1.8930 -3.2375
H 0.1768 3.0308 -4.3558
H 2.4510 1.7311 -5.1030
H 1.1234 1.8758 -6.2900
C 4.2986 0.7665 -2.5117
C 4.1178 2.0996 -1.7670
C 5.4604 2.8159 -1.6358
Sb 3.0626 1.8006 0.1124
C 4.6840 2.0726 1.5220
C 5.2397 3.4729 1.7841
C 4.2295 1.4250 2.8395
C 2.1437 3.7823 0.1166
C 2.9300 4.9911 -0.3973
C 1.5471 4.0503 1.5099
H 4.7649 0.9413 -3.4956
H 3.3603 0.2308 -2.6551
H 4.9438 0.0862 -1.9450
H 3.4331 2.7330 -2.3421
H 6.1449 2.2580 -0.9855
H 5.3619 3.8265 -1.2344
H 5.9425 2.8962 -2.6221
H 5.4653 1.4386 1.0926
H 4.4802 4.1354 2.2125
H 5.6327 3.9535 0.8881
H 6.0617 3.4162 2.5147
H 3.3822 1.9658 3.2791
H 5.0455 1.4329 3.5776
H 3.9274 0.3869 2.6832
H 1.3038 3.6180 -0.5708
H 3.7993 5.2111 0.2299
H 2.2944 5.8898 -0.3984
H 3.2875 4.8469 -1.4229
H 2.3328 4.2557 2.2472
H 0.9700 3.1976 1.8855
H 0.8705 4.9168 1.4976
*
```

Relative energy (zero: lowest compared OMol25 entry of this formula, charge and spin) ... 20.1 kcal/mol
Calculated total energy ... -4249.7808 hartree
Orbital gap ... 6.5 eV
Highest occupied orbital energy ... -2.57 eV
Max |F| ... 1.79 eV/Å